{
  "formula": "C4H12N4",
  "method": "the ωB97M-V functional and the def2-TZVPD basis",
  "elements": ["C", "C", "C", "C", "N", "N", "H", "H", "H", "H", "H", "H", "H", "H", "N", "N", "H", "H", "H", "H"],
  "xyz": [[1.1074, -0.2645, 1.7609], [-2.2067, 0.1731, -0.2202], [-0.8299, -0.3179, 0.1157], [-0.0928, 0.4209, 1.1762], [-0.3352, -1.4474, -0.2720], [-0.5268, 1.5700, 1.4853], [-0.9494, -1.9804, -0.8847], [0.0640, 2.0733, 2.1439], [0.8016, -1.2076, 2.2142], [1.8260, -0.5063, 0.9765], [-2.5469, -0.2350, -1.1744], [-2.2196, 1.2617, -0.2293], [-2.8983, -0.1544, 0.5538], [1.5900, 0.3652, 2.5086], [1.6262, -0.5476, -1.9105], [1.2048, 0.7844, -1.7641], [1.3615, -0.8367, -2.8547], [1.0003, -1.1962, -1.2095], [1.7936, 1.2145, -1.0519], [0.2302, 0.8306, -1.3638]],
  "nbo_charge": [-0.69, -0.69, 0.25, 0.25, -0.65, -0.61, 0.36, 0.34, 0.24, 0.25, 0.22, 0.26, 0.24, 0.21, -0.68, -0.64, 0.33, 0.36, 0.34, 0.31],
  "gap_ha": 0.3398,
  "multiplicity": 1,
  "smiles": "[H]/N=C(C)/C(C)=N/[H].NN",
  "total_charge": 0,
  "e_homo_ev": -9.099
}



{
  "formula": "C4H12N4",
  "method": "the ωB97M-V functional and the def2-TZVPD basis",
  "elements": ["C", "N", "C", "N", "N", "C", "H", "H", "H", "H", "H", "H", "H", "H", "H", "C", "N", "H", "H", "H"],
  "xyz": [[-0.2099, -2.0644, 0.8194], [-0.0520, -0.6073, 0.6669], [-1.1043, 0.1609, 0.1511], [0.9255, 0.0274, 1.4738], [-1.9428, -0.4020, -0.7897], [-1.3109, 1.4470, 0.4876], [0.5898, 0.0676, 2.4390], [1.7880, -0.5209, 1.4933], [-1.3930, -0.9857, -1.4168], [-2.4432, 0.2982, -1.3289], [-1.0673, -2.2883, 1.4638], [0.6802, -2.5138, 1.2738], [-0.3570, -2.5458, -0.1526], [-0.6773, 1.9567, 1.2032], [-2.1250, 2.0251, 0.0677], [1.8827, 1.5290, -1.7284], [1.6359, 0.2675, -1.8163], [1.1922, -0.0274, -0.9220], [1.6406, 2.1038, -0.8195], [2.3476, 2.0726, -2.5654]],
  "nbo_charge": [-0.42, -0.32, 0.35, -0.64, -0.82, -0.61, 0.34, 0.36, 0.37, 0.39, 0.19, 0.21, 0.21, 0.21, 0.20, -0.05, -0.62, 0.35, 0.16, 0.16],
  "gap_ha": 0.3140,
  "multiplicity": 1,
  "smiles": "C=C(N)N(C)N.C=N",
  "total_charge": 0,
  "e_homo_ev": -7.660
}



{
  "formula": "C4H12N6S",
  "method": "the ωB97M-V functional and the def2-TZVPD basis",
  "elements": ["C", "C", "C", "C", "N", "N", "N", "N", "N", "N", "S", "H", "H", "H", "H", "H", "H", "H", "H", "H", "H", "H", "H"],
  "xyz": [[1.2929, -0.3270, 0.2811], [1.6703, 1.7707, 1.5876], [0.3143, -2.2638, -0.7678], [-2.1478, 1.0351, -0.8681], [0.3750, -1.1185, -0.1176], [0.9501, 0.7235, 1.1047], [2.5543, -0.3703, -0.1347], [1.1783, -3.2295, -0.6318], [-0.4571, 0.7766, 1.3910], [-1.2096, 1.7211, 0.7805], [3.2405, 2.1179, 1.3545], [0.9487, 2.4554, 2.1984], [-0.6009, -2.4002, -1.4345], [-1.3971, 0.4423, -1.4770], [-2.8654, 0.3366, -0.4644], [-2.6381, 1.8762, -1.3121], [2.8580, -1.2047, -0.5904], [3.2224, 0.2391, 0.3801], [2.0239, -3.0290, -0.2608], [1.1427, -4.2571, -1.0481], [-0.7053, 0.6300, 2.3967], [-1.8177, 2.4307, 1.2147], [-0.7040, 2.3826, 0.2173]],
  "nbo_charge": [0.66, -0.16, 0.41, -0.28, -0.58, -0.29, -0.75, -0.69, -0.28, -0.45, 0.19, 0.23, 0.24, 0.24, 0.23, 0.24, 0.41, 0.43, 0.39, 0.48, 0.43, 0.46, 0.43],
  "gap_ha": 0.3076,
  "multiplicity": 1,
  "total_charge": 2,
  "e_homo_ev": -16.274
}



{
  "formula": "C4H12NO",
  "method": "the ωB97M-V functional and the def2-TZVPD basis",
  "elements": ["C", "C", "O", "H", "H", "H", "H", "C", "N", "C", "H", "H", "H", "H", "H", "H", "H", "H"],
  "xyz": [[1.5114, -1.7494, 0.8251], [0.6957, -1.3320, 1.7835], [-0.3547, -0.4639, 1.5357], [2.2919, -2.4317, 1.1311], [1.4490, -1.4485, -0.2101], [0.7547, -1.6615, 2.8128], [-0.8400, -0.4256, 2.3774], [0.4313, 1.7164, -0.6825], [-0.5060, 1.2140, -1.7340], [-1.4708, 0.1403, -1.2912], [0.9049, 2.5964, -1.1112], [-0.1885, 1.9497, 0.1824], [1.0842, 0.8983, -0.4034], [0.0628, 0.8350, -2.5248], [-1.1012, 1.9711, -2.1668], [-0.8554, -0.6538, -0.8801], [-2.0217, -0.1945, -2.1672], [-2.0908, 0.6146, -0.5325]],
  "mulliken_spin": [0.13, -0.02, -0.09, 0.00, -0.11, 0.00, 0.01, 0.59, 1.83, 0.95, -0.54, 0.02, 0.06, -0.53, -0.64, -0.09, -0.50, -0.07],
  "gap_ha": [0.1349, 0.3668],
  "s_squared": 0.75,
  "multiplicity": 2,
  "total_charge": 0,
  "e_homo_ev": [-3.272, -9.635]
}



{
  "formula": "C4H12NO",
  "method": "the ωB97M-V functional and the def2-TZVPD basis",
  "elements": ["C", "C", "C", "C", "N", "H", "H", "H", "H", "H", "H", "H", "H", "H", "H", "H", "H", "O"],
  "xyz": [[0.4407, 1.7073, 1.7502], [0.7026, 1.5145, 0.2829], [0.0907, 0.3146, -0.3119], [-0.3012, 0.0755, -1.6246], [0.4986, -0.8680, 0.3894], [1.1299, 1.1767, 2.4793], [-0.5759, 1.4884, 2.1339], [0.6629, 2.7461, 2.2438], [1.8058, 1.5382, 0.1106], [0.2485, 2.2828, -0.3356], [-1.4268, 0.1547, -1.9121], [0.4742, 0.0021, -2.3663], [1.4884, -0.7012, 0.8136], [0.2378, -1.5823, 1.1516], [0.5302, -1.5426, -0.3429], [-2.7002, -2.3548, -1.5484], [-1.5219, -3.3987, -1.6585], [-1.7843, -2.5533, -1.2551]],
  "nbo_charge": [-0.67, -0.50, 0.26, -0.45, -0.78, 0.22, 0.24, 0.27, 0.26, 0.27, 0.27, 0.25, 0.42, 0.51, 0.45, 0.50, 0.49, -0.98],
  "gap_ha": 0.2362,
  "multiplicity": 1,
  "total_charge": 1,
  "e_homo_ev": -12.172
}



{
  "formula": "C4H12NO",
  "method": "the ωB97M-V functional and the def2-TZVPD basis",
  "elements": ["C", "O", "C", "C", "C", "N", "H", "H", "H", "H", "H", "H", "H", "H", "H", "H", "H", "H"],
  "xyz": [[-0.8604, -0.7998, -0.6412], [-2.1514, -0.6630, -1.0868], [-0.2203, 0.6123, -0.3895], [1.3344, 0.4517, 0.0560], [1.7720, -0.8918, 0.5323], [-1.1678, 1.2957, 0.6134], [-0.1660, -1.2529, -1.3762], [-0.6649, -1.2412, 0.3498], [-2.5425, -1.5722, -1.0184], [-0.0697, 1.3661, -1.1808], [1.3720, 1.2540, 0.8381], [1.8338, 0.8277, -0.8289], [1.8097, -1.6032, -0.3299], [1.1527, -1.3346, 1.3183], [2.8102, -0.8217, 0.8806], [-1.4109, 0.6448, 1.3612], [-0.8422, 2.2320, 0.8776], [-1.9887, 1.4962, 0.0243]],
  "mulliken_spin": [0.09, 0.49, 0.11, 0.07, 0.04, 0.01, 0.10, 0.02, -0.01, 0.00, 0.03, 0.00, 0.04, 0.00, 0.03, 0.00, 0.00, 0.00],
  "gap_ha": [0.4830, 0.1873],
  "s_squared": 0.75,
  "multiplicity": 2,
  "total_charge": 2,
  "e_homo_ev": [-20.919, -20.380]
}



{
  "formula": "C4H12NO2",
  "method": "the ωB97M-V functional and the def2-TZVPD basis",
  "elements": ["C", "O", "C", "C", "C", "N", "H", "H", "H", "H", "H", "H", "H", "H", "H", "H", "H", "H", "O"],
  "xyz": [[0.1146, -0.9435, -1.4049], [-1.1802, -0.6369, -1.1720], [1.0932, 0.2181, -1.1748], [1.4374, 0.5589, 0.3004], [0.2829, 0.5955, 1.2721], [-0.5488, 1.7996, 1.0946], [0.4896, -1.7886, -0.7955], [0.2814, -1.2798, -2.4544], [2.0534, 0.0279, -1.6503], [0.6416, 1.1099, -1.6187], [2.1804, -0.1563, 0.6594], [1.9588, 1.5226, 0.2498], [0.6483, 0.5155, 2.2920], [-0.3102, -0.3089, 1.1056], [-0.8331, 1.7663, 0.1133], [-1.4334, 1.6039, 1.5614], [-2.7163, -2.1941, 0.6146], [-1.8508, -1.0283, 0.0467], [-2.3087, -1.3819, 0.9606]],
  "nbo_charge": [-0.02, -0.94, -0.42, -0.40, -0.24, -0.86, 0.09, 0.10, 0.17, 0.18, 0.18, 0.18, 0.16, 0.22, 0.36, 0.35, 0.44, 0.51, -1.07],
  "gap_ha": 0.2895,
  "multiplicity": 1,
  "total_charge": -1,
  "e_homo_ev": -3.547
}



{
  "formula": "C4H12NO2",
  "method": "the ωB97M-V functional and the def2-TZVPD basis",
  "elements": ["C", "C", "C", "N", "C", "O", "H", "H", "H", "H", "H", "H", "H", "H", "H", "H", "H", "H", "O"],
  "xyz": [[0.5721, 0.9471, 1.2504], [-0.3079, -0.2311, 0.8733], [-1.7831, 0.1204, 0.9684], [0.0843, -0.7394, -0.4608], [-0.3645, 0.0735, -1.6714], [-1.6362, -0.0928, -2.0185], [0.5166, 1.7614, 0.5277], [0.2791, 1.3672, 2.2189], [1.6174, 0.6202, 1.3425], [-0.0625, -1.0464, 1.5635], [-2.0643, 0.6987, 0.0921], [-2.3714, -0.7984, 0.8401], [-2.0442, 0.5810, 1.9213], [-0.3583, -1.6464, -0.5715], [-0.1172, 1.1137, -1.3657], [0.3383, -0.2901, -2.4521], [3.0782, -0.4437, -1.5248], [1.8275, -0.9179, -0.6716], [2.7963, -1.0770, -0.8619]],
  "nbo_charge": [-0.62, -0.04, -0.65, -0.71, 0.13, -0.95, 0.21, 0.18, 0.21, 0.16, 0.26, 0.20, 0.17, 0.35, 0.07, 0.08, 0.45, 0.50, -1.02],
  "gap_ha": 0.2505,
  "multiplicity": 1,
  "total_charge": -1,
  "e_homo_ev": -2.757
}



Energy above the lowest of the compared OMol25 structures with the same formula, charge and spin readings, ordered: 49.9, 64.6, 111.9, 62.2, 151.6, 61.0, 2.9, 8.9 kcal/mol